{
  "formula": "C18H21N3O2S",
  "method": "ωB97M-V/def2-TZVPD",
  "species": ["S", "O", "O", "N", "N", "N", "C", "C", "C", "C", "C", "C", "C", "C", "C", "C", "C", "C", "C", "C", "C", "C", "C", "C", "H", "H", "H", "H", "H", "H", "H", "H", "H", "H", "H", "H", "H", "H", "H", "H", "H", "H", "H", "H", "H"],
  "positions_angstrom": [[-5.6637, -0.6213, 0.4278], [-2.8518, -1.9763, -1.0259], [3.9472, 0.9446, 0.6620], [-2.7740, -0.1813, -2.4034], [2.3465, 0.0134, 2.0299], [1.1103, -0.4780, 2.0890], [4.1624, -1.0919, 3.2379], [-3.7406, 1.0610, 0.3408], [0.6413, -0.4111, 0.8435], [-4.1780, -0.2232, -2.7262], [-0.9017, -0.6138, -0.9631], [4.4467, 1.1516, -0.6471], [-4.7347, 0.5537, -0.4384], [-4.7020, -0.4030, 1.8334], [4.7902, -0.1539, -1.3549], [2.7129, 0.4034, 0.7935], [0.0604, -0.0578, -1.8426], [-4.9755, 0.7982, -1.8881], [3.1681, 0.0646, 3.2109], [-2.2575, -1.0032, -1.4426], [-3.7241, 0.5162, 1.6446], [1.3016, 0.3119, -1.4100], [-0.6153, -0.8084, 0.3640], [1.6201, 0.1564, -0.0470], [5.1938, 0.0599, -2.3405], [-0.1842, 0.0395, -2.8907], [-2.3037, 0.6951, -2.5702], [5.3490, 1.7502, -0.4966], [3.6988, 1.0202, 3.2218], [-6.0351, 0.6969, -2.1250], [2.4892, 0.0058, 4.0632], [-3.0397, 1.8055, 0.0033], [3.6325, -2.0402, 3.1957], [3.9053, -0.7767, -1.4632], [-4.5216, -1.2342, -2.4959], [-4.6528, 1.8106, -2.1468], [3.7319, 1.7401, -1.2328], [-4.9218, -0.9745, 2.7130], [-3.0077, 0.7939, 2.3971], [4.8378, -1.0262, 2.3886], [5.5331, -0.7041, -0.7823], [-1.3433, -1.2475, 1.0264], [2.0161, 0.7135, -2.1131], [-4.3135, -0.0236, -3.7927], [4.7470, -1.0556, 4.1528]],
  "mulliken_charge": [-0.151, -0.611, -0.539, -0.116, 0.903, -1.302, -1.032, -0.488, -0.307, -0.849, 0.546, -0.396, 0.537, -0.419, -1.118, -0.242, -1.114, -0.830, -0.495, 0.188, -0.601, -0.308, -0.937, 1.746, 0.374, 0.552, 0.319, 0.370, 0.296, 0.375, 0.349, 0.419, 0.321, 0.354, 0.405, 0.323, 0.309, 0.452, 0.423, 0.257, 0.326, 0.635, 0.338, 0.371, 0.365],
  "e_tot_ev": -38407.269,
  "multiplicity": 1,
  "smiles": "CCOc1c2ccc(C(=O)NCCc3cccs3)cc2nn1CC",
  "lumo_energy_ev": 0.6,
  "homo_ev": -7.66,
  "relative_energy_ev": 1.891
}